Version w
Below is 12 unconnected molecules or ions with the total composition C54H129N3O12, with properties calculated with ωB97M-V/def2-TZVPD.

```
198
C54H129N3O12, DFT ωB97M-V/def2-TZVPD
C 1.08 -5.07 -5.64
C 1.35 -5.95 -4.46
C 2.82 -5.61 -4.03
C 0.36 -5.69 -3.30
C -1.11 -6.13 -3.43
C -1.13 -7.72 -3.74
C -0.16 -8.09 -4.84
C 0.01 -9.60 -4.67
C -0.83 -7.85 -6.22
N 1.24 -7.45 -4.68
O 2.18 -7.93 -5.57
H 0.07 -5.07 -6.06
H 1.67 -5.22 -6.54
H 1.12 -4.02 -5.38
H 3.34 -5.61 -4.99
H 3.26 -6.39 -3.41
H 2.70 -4.67 -3.49
H 0.85 -6.27 -2.52
H 0.43 -4.78 -2.71
H -1.56 -5.52 -4.22
H -1.57 -5.90 -2.47
H -2.16 -8.04 -3.94
H -0.83 -8.17 -2.79
H 0.65 -10.02 -5.45
H 0.40 -9.68 -3.65
H -0.95 -10.12 -4.64
H -1.34 -6.89 -6.38
H -0.09 -7.81 -7.02
H -1.60 -8.60 -6.42
H 3.01 -7.95 -5.08
C -7.95 -2.68 1.17
C -7.31 -2.39 2.56
C -6.42 -1.13 2.46
C -8.43 -1.96 3.59
C -8.13 -2.17 5.12
C -7.47 -3.54 5.35
C -6.25 -3.83 4.42
C -5.09 -2.89 4.96
C -5.72 -5.28 4.62
N -6.61 -3.61 2.99
O -5.53 -3.94 2.20
H -8.45 -3.64 1.18
H -8.64 -1.93 0.79
H -7.18 -2.77 0.40
H -6.50 -0.50 3.34
H -5.38 -1.35 2.21
H -6.70 -0.53 1.60
H -8.50 -0.88 3.53
H -9.41 -2.36 3.32
H -7.58 -1.31 5.49
H -9.10 -2.15 5.61
H -8.20 -4.33 5.21
H -7.23 -3.73 6.39
H -5.32 -1.83 5.05
H -4.25 -3.03 4.28
H -4.67 -3.03 5.96
H -6.51 -6.03 4.54
H -5.16 -5.36 5.56
H -4.93 -5.59 3.94
H -4.83 -3.40 2.59
C 2.72 3.42 -0.89
C 2.12 2.04 -0.96
C 1.76 1.76 -2.43
C 3.31 1.23 -0.38
C 2.79 -0.10 0.07
C 1.75 0.11 1.12
C 0.50 0.88 0.70
C -0.51 -0.02 -0.11
C -0.24 1.31 2.04
N 0.92 1.96 -0.12
O -0.04 2.76 -0.50
H 3.68 3.53 -1.40
H 2.05 4.18 -1.31
H 2.93 3.78 0.12
H 2.59 1.49 -3.09
H 0.97 1.01 -2.54
H 1.16 2.58 -2.82
H 3.89 0.96 -1.27
H 3.82 1.79 0.40
H 2.26 -0.63 -0.72
H 3.63 -0.66 0.50
H 2.24 0.50 2.01
H 1.34 -0.87 1.34
H -0.24 -0.32 -1.12
H -1.44 0.50 -0.33
H -0.71 -0.87 0.55
H -0.40 0.46 2.70
H -1.21 1.74 1.79
H 0.31 1.88 2.78
H -0.37 2.41 -1.33
C -2.76 7.32 -3.04
C -2.00 7.86 -4.29
C -1.34 6.78 -5.09
O -2.81 8.62 -5.12
H -2.05 6.86 -2.34
H -3.42 6.49 -3.32
H -3.38 7.96 -2.42
H -1.23 8.55 -3.93
H -0.61 7.14 -5.82
H -1.99 6.19 -5.73
H -0.83 5.98 -4.56
H -3.06 9.32 -4.50
C 8.39 7.06 -1.77
C 8.43 7.64 -3.25
C 7.22 7.22 -4.06
O 8.61 9.08 -3.04
H 8.30 5.99 -1.91
H 7.52 7.44 -1.23
H 9.30 7.31 -1.24
H 9.26 7.21 -3.81
H 7.53 7.64 -5.02
H 6.40 7.88 -3.79
H 6.83 6.21 -4.04
H 7.92 9.53 -2.55
C 6.38 -4.75 2.88
C 6.65 -5.19 4.35
C 7.55 -6.45 4.56
O 7.36 -4.01 4.81
H 5.64 -3.95 2.88
H 6.00 -5.55 2.23
H 7.20 -4.30 2.31
H 5.78 -5.29 5.00
H 8.53 -6.17 4.18
H 7.19 -7.27 3.94
H 7.63 -6.82 5.58
H 6.78 -3.28 4.60
C -5.63 -1.16 -4.99
C -5.60 0.11 -4.18
C -4.23 0.70 -4.36
O -6.51 1.10 -4.47
H -5.13 -1.15 -5.96
H -6.69 -1.38 -5.13
H -5.17 -2.06 -4.58
H -5.73 -0.22 -3.15
H -3.45 0.05 -3.98
H -4.12 1.72 -4.01
H -3.95 0.78 -5.41
H -6.31 1.34 -5.37
C 5.57 4.36 4.41
C 5.71 5.91 4.31
C 7.18 6.28 4.07
O 4.92 6.43 3.30
H 4.53 4.05 4.42
H 6.04 3.92 5.29
H 6.01 3.91 3.52
H 5.30 6.23 5.27
H 7.30 7.35 3.89
H 7.53 5.81 3.15
H 7.76 5.96 4.94
H 4.01 6.14 3.29
C 0.03 7.43 4.13
C -0.55 6.19 3.40
C -1.98 6.40 2.80
O 0.30 5.97 2.38
H 0.57 8.20 3.58
H 0.75 7.08 4.87
H -0.73 7.93 4.72
H -0.42 5.42 4.15
H -2.74 6.46 3.57
H -2.08 5.52 2.16
H -2.01 7.20 2.06
H -0.05 5.32 1.76
C -6.49 3.95 7.62
C -5.18 3.24 8.02
C -4.03 3.27 7.08
O -4.80 3.94 9.22
H -6.86 3.51 6.69
H -6.28 4.96 7.26
H -7.28 4.06 8.36
H -5.46 2.21 8.25
H -3.10 3.42 7.64
H -4.07 4.02 6.29
H -3.91 2.26 6.69
H -4.28 3.34 9.77
C 4.72 4.34 -9.46
C 4.13 3.43 -8.33
C 3.58 2.15 -9.00
O 5.00 3.01 -7.33
H 3.85 4.74 -9.97
H 5.41 3.87 -10.16
H 5.31 5.13 -9.00
H 3.39 4.06 -7.84
H 4.10 1.21 -8.76
H 3.63 2.16 -10.09
H 2.54 2.04 -8.70
H 5.83 3.28 -7.73
C -0.38 -6.30 3.75
C 0.24 -7.39 4.51
C 1.39 -8.09 3.87
O 0.65 -6.82 5.73
H -1.06 -5.69 4.35
H -0.96 -6.76 2.96
H 0.38 -5.60 3.40
H -0.56 -8.11 4.65
H 1.08 -8.58 2.95
H 1.84 -8.88 4.47
H 2.20 -7.44 3.54
H 0.78 -7.37 6.51
```

The frontier orbital gap comes out at 7.880 eV. The calculation puts the HOMO energy at -7.95 eV.


Version x
Below is 12 unconnected molecules or ions with the total composition C54H129N3O12, with properties calculated with ωB97M-V/def2-TZVPD.

```
198
C54H129N3O12, DFT ωB97M-V/def2-TZVPD
C 4.44 23.29 -22.34
C 3.80 24.71 -22.82
C 2.73 25.10 -21.77
C 4.80 25.88 -22.89
C 5.87 25.83 -24.03
C 5.15 25.64 -25.36
C 4.05 24.52 -25.45
C 3.12 24.83 -26.61
C 4.74 23.18 -25.51
N 3.22 24.65 -24.25
O 2.12 23.74 -24.31
H 4.08 23.10 -21.33
H 5.53 23.26 -22.33
H 3.99 22.44 -22.85
H 2.13 25.95 -22.11
H 3.18 25.42 -20.83
H 2.25 24.15 -21.58
H 4.29 26.83 -23.07
H 5.27 25.96 -21.91
H 6.62 25.07 -23.83
H 6.38 26.79 -24.09
H 5.94 25.25 -25.99
H 4.81 26.64 -25.65
H 2.28 24.14 -26.67
H 2.56 25.75 -26.44
H 3.63 24.97 -27.56
H 5.50 22.97 -24.76
H 4.00 22.39 -25.58
H 5.15 23.07 -26.51
H 1.41 24.38 -24.34
C 5.05 15.24 -19.94
C 5.78 14.24 -20.85
C 7.30 14.13 -20.38
C 5.14 12.79 -20.70
C 3.99 12.43 -21.62
C 4.20 12.84 -23.03
C 4.59 14.41 -23.15
C 5.03 14.48 -24.63
C 3.44 15.34 -22.82
N 5.73 14.65 -22.28
O 6.37 15.87 -22.54
H 5.51 16.23 -20.04
H 3.98 15.32 -20.12
H 5.21 15.05 -18.88
H 7.41 14.03 -19.30
H 7.81 13.26 -20.80
H 7.92 14.95 -20.74
H 5.95 12.08 -20.87
H 4.64 12.66 -19.74
H 3.88 11.38 -21.37
H 3.05 12.87 -21.30
H 3.31 12.62 -23.62
H 4.91 12.20 -23.54
H 4.20 14.49 -25.34
H 5.78 13.74 -24.92
H 5.48 15.46 -24.77
H 2.92 15.17 -21.88
H 2.68 15.34 -23.61
H 3.82 16.36 -22.77
H 5.83 16.52 -22.08
C 6.37 24.67 -19.44
C 6.95 23.97 -18.22
C 6.83 24.87 -16.98
C 5.99 22.75 -17.97
C 6.52 21.73 -16.95
C 7.90 21.22 -17.39
C 8.95 22.39 -17.71
C 9.69 22.92 -16.48
C 9.96 21.65 -18.61
N 8.34 23.53 -18.50
O 9.19 24.54 -18.92
H 6.51 24.12 -20.37
H 5.34 24.99 -19.30
H 6.83 25.65 -19.60
H 5.83 25.29 -16.84
H 6.99 24.31 -16.06
H 7.52 25.70 -17.11
H 5.00 23.08 -17.65
H 5.88 22.17 -18.89
H 6.55 22.16 -15.94
H 5.89 20.85 -16.90
H 7.89 20.51 -18.22
H 8.29 20.72 -16.50
H 8.99 23.27 -15.72
H 10.40 23.73 -16.65
H 10.38 22.19 -16.06
H 10.48 20.83 -18.12
H 10.78 22.30 -18.92
H 9.53 21.14 -19.47
H 9.30 24.33 -19.85
C 1.52 19.04 -23.27
C 1.33 20.56 -23.46
C 1.30 21.32 -22.16
O 2.36 20.99 -24.22
H 2.46 18.68 -22.85
H 1.52 18.49 -24.21
H 0.69 18.65 -22.69
H 0.44 20.82 -24.03
H 0.62 20.86 -21.45
H 0.92 22.33 -22.30
H 2.30 21.33 -21.72
H 2.40 21.94 -24.18
C 4.49 19.12 -19.45
C 4.92 19.49 -20.86
C 6.36 19.95 -21.00
O 4.75 18.33 -21.68
H 4.24 20.00 -18.86
H 5.12 18.50 -18.81
H 3.51 18.62 -19.49
H 4.24 20.28 -21.15
H 6.57 20.01 -22.07
H 7.06 19.28 -20.50
H 6.45 20.97 -20.63
H 4.68 18.60 -22.60
C 1.12 18.16 -15.19
C 2.12 18.32 -16.33
C 2.71 16.96 -16.77
O 1.50 18.99 -17.34
H 0.26 17.53 -15.42
H 0.87 19.15 -14.82
H 1.64 17.61 -14.41
H 2.95 18.80 -15.82
H 1.90 16.25 -16.97
H 3.45 16.58 -16.07
H 3.26 17.07 -17.71
H 0.81 18.48 -17.78
C 8.46 18.01 -17.78
C 7.67 17.68 -16.54
C 6.60 16.60 -16.79
O 8.67 17.10 -15.69
H 9.21 18.76 -17.52
H 7.74 18.42 -18.49
H 8.98 17.18 -18.24
H 7.22 18.56 -16.08
H 6.97 15.70 -17.27
H 5.79 16.88 -17.47
H 6.15 16.26 -15.86
H 8.29 16.95 -14.82
C 9.64 24.68 -22.60
C 9.14 23.32 -22.29
C 8.37 22.58 -23.40
O 10.26 22.44 -22.05
H 10.36 24.65 -23.41
H 10.04 25.19 -21.72
H 8.83 25.33 -22.94
H 8.60 23.41 -21.35
H 9.00 22.43 -24.28
H 7.51 23.16 -23.74
H 8.03 21.60 -23.07
H 9.89 21.60 -21.78
C 10.36 17.13 -21.32
C 10.54 18.40 -22.21
C 9.51 18.55 -23.29
O 10.50 19.53 -21.34
H 9.49 17.28 -20.69
H 11.21 16.99 -20.64
H 10.35 16.19 -21.86
H 11.51 18.30 -22.69
H 9.57 19.55 -23.71
H 8.51 18.53 -22.84
H 9.54 17.82 -24.10
H 11.15 19.33 -20.65
C 6.55 18.32 -25.41
C 5.09 18.75 -25.50
C 4.13 17.68 -26.08
O 4.60 19.31 -24.26
H 6.73 17.40 -24.84
H 7.27 18.95 -24.89
H 7.02 18.11 -26.37
H 5.11 19.59 -26.20
H 4.65 17.25 -26.93
H 3.16 18.11 -26.34
H 4.02 16.89 -25.34
H 3.88 19.89 -24.51
C 1.08 16.77 -20.09
C -0.14 17.74 -19.86
C -1.26 17.40 -20.85
O -0.74 17.61 -18.63
H 1.51 16.93 -21.07
H 0.80 15.71 -20.08
H 1.90 16.90 -19.38
H 0.14 18.78 -19.99
H -1.81 16.47 -20.67
H -0.90 17.45 -21.87
H -2.05 18.14 -20.77
H -0.91 16.66 -18.58
C 0.44 23.61 -16.47
C 0.36 22.34 -17.27
C -0.40 22.46 -18.63
O 1.69 21.90 -17.40
H 0.90 23.35 -15.52
H -0.59 23.91 -16.30
H 0.89 24.47 -16.97
H -0.12 21.62 -16.62
H -1.30 23.04 -18.42
H -0.80 21.51 -18.99
H 0.30 22.84 -19.37
H 1.87 20.96 -17.32
```

The frontier orbital gap comes out at 8.402 eV. The calculation puts the HOMO energy at -7.90 eV.


Which one sits at the top of the stability order? version x does.


Version w
Below is a molecular structure, C5H7NS, with properties calculated with ωB97M-V/def2-TZVPD.

```
14
C5H7NS, DFT ωB97M-V/def2-TZVPD
C -0.70 -0.81 0.01
C 0.12 -0.03 1.09
C 0.11 -0.05 -1.09
C -0.24 1.35 -0.65
C -0.18 1.40 0.66
H -2.40 0.24 -0.17
H -2.58 -1.20 0.71
H -0.48 -1.88 0.10
H 0.09 -0.31 2.14
H 0.13 -0.37 -2.14
H -0.41 2.19 -1.30
H -0.29 2.26 1.36
N -2.12 -0.69 -0.09
S 1.63 -0.45 -0.01
```

The frontier orbital gap comes out at 9.149 eV. The calculation puts the HOMO energy at -8.47 eV.


Version x
Below is C5H7NS in the gas phase, with properties calculated with ωB97M-V/def2-TZVPD.

```
14
C5H7NS, DFT ωB97M-V/def2-TZVPD
C -1.14 -1.66 0.79
C -0.68 -0.41 0.72
N -0.14 0.21 -0.43
C 1.01 1.02 -0.26
C 1.78 1.02 0.82
C -0.70 0.14 -1.69
S -1.99 -0.68 -2.21
H -1.17 -2.33 -0.06
H -1.57 -2.00 1.70
H -0.68 0.24 1.58
H 1.19 1.66 -1.09
H 1.63 0.37 1.65
H 2.61 1.68 0.86
H -0.14 0.75 -2.38
```

The frontier orbital gap comes out at 8.764 eV. The calculation puts the HOMO energy at -8.41 eV.


Version y
Below is C5H7NS in the gas phase, with properties calculated with ωB97M-V/def2-TZVPD.

```
14
C5H7NS, DFT ωB97M-V/def2-TZVPD
S 3.69 -0.49 -0.14
C 2.52 0.67 -0.03
C 1.09 0.51 -0.13
C 0.42 -0.65 -0.09
C -1.00 -0.88 -0.22
C -2.00 -0.11 0.55
N -1.91 0.15 -0.87
H 2.74 1.71 0.17
H 0.49 1.41 -0.07
H 1.04 -1.52 0.12
H -1.26 -1.93 -0.43
H -2.91 -0.53 0.97
H -1.59 0.71 1.20
H -1.33 0.95 -1.02
```

The frontier orbital gap comes out at 7.841 eV. The calculation puts the HOMO energy at -8.78 eV.


Which one sits at the top of the stability order? version x does.


Version w
Below is C5H7NS in the gas phase, with properties calculated with ωB97M-V/def2-TZVPD.

```
14
C5H7NS, DFT ωB97M-V/def2-TZVPD
S 2.28 0.04 -0.03
C 0.61 0.00 -0.08
C -0.08 1.26 0.13
C -1.43 1.28 -0.04
C -2.16 0.00 -0.26
C -1.40 -1.20 0.26
N 0.01 -1.10 -0.08
H 0.46 2.17 0.48
H -2.18 2.12 0.49
H -2.25 0.09 -1.32
H -3.19 0.09 0.21
H -1.50 -1.37 1.31
H -1.78 -2.02 -0.28
H 0.66 -1.96 0.07
```

The frontier orbital gap comes out at 8.150 eV. The calculation puts the HOMO energy at -8.01 eV.


Version x
Below is a molecular structure, C5H7NS, with properties calculated with ωB97M-V/def2-TZVPD.

```
14
C5H7NS, DFT ωB97M-V/def2-TZVPD
C 0.73 -0.72 -0.15
C -0.38 -0.41 0.90
C -0.45 -0.13 -1.01
C -0.35 1.40 -0.55
C -0.30 1.17 0.74
H 3.00 -1.03 0.30
H 0.74 -1.82 -0.12
H -0.37 -0.96 1.83
H -2.28 -0.53 0.05
H -0.59 -0.42 -2.12
H -0.57 2.24 -1.22
H -0.29 1.91 1.61
N -1.26 -0.84 -0.16
S 2.38 0.14 -0.10
```

The frontier orbital gap comes out at 9.876 eV. The calculation puts the HOMO energy at -8.95 eV.


Version y
Below is C5H7NS in the gas phase, with properties calculated with ωB97M-V/def2-TZVPD.

```
14
C5H7NS, DFT ωB97M-V/def2-TZVPD
H -1.59 -3.22 -2.59
N -1.31 -2.21 -2.32
C -0.79 -1.79 -1.28
C -0.67 -0.40 -1.08
C -0.05 0.01 0.06
C 0.34 1.44 0.29
C 0.34 -1.06 1.02
S -0.02 -2.59 0.06
H -1.02 0.33 -1.84
H 0.01 1.86 1.18
H 0.20 2.01 -0.56
H 1.34 1.51 0.45
H 1.34 -0.95 1.38
H -0.14 -1.23 2.02
```

The frontier orbital gap comes out at 9.595 eV. The calculation puts the HOMO energy at -8.84 eV.


Which one sits at the top of the stability order? version y does.